This record from the Open Molecules 2025 dataset describes 2 unconnected molecules or ions with the total composition C4H10N2O at a distorted geometry. The level of theory is the ωB97M-V functional and the def2-TZVPD basis.

Each line ends with the natural charge from an NBO analysis.
CARTESIAN COORDINATES (ANGSTROEM)
C  1.20  -2.42  0.60  -0.611
C  1.06  -0.93  0.88  -0.216
N  0.36  -0.26  -0.21  -0.604
C  0.25  1.17  -0.01  -0.327
C  -0.62  1.82  -1.01  0.341
N  -1.01  2.16  -2.07  -0.374
H  1.71  -2.92  1.43  0.218
H  0.20  -2.88  0.48  0.218
H  1.78  -2.59  -0.32  0.203
H  0.49  -0.78  1.81  0.190
H  2.07  -0.50  1.05  0.161
H  0.83  -0.44  -1.09  0.362
H  -0.19  1.37  0.98  0.236
H  1.22  1.70  -0.03  0.213
O  -3.28  2.10  -0.59  -0.978
H  -2.89  2.20  -1.59  0.503
H  -3.19  1.18  -0.30  0.465

Relative energy (zero: lowest compared OMol25 entry of this formula, charge and spin) (kcal/mol): 55.5
M (g/mol): 102.14
Kohn-Sham gap (eV): 10.5803
Largest force on an atom (eV/A): 4.27
Electronic energy (eV): -9336.5821

This record from the Open Molecules 2025 dataset describes C4H10N2O in the gas phase at a distorted geometry. The level of theory is the ωB97M-V functional and the def2-TZVPD basis.

Each line ends with the natural charge from an NBO analysis.
CARTESIAN COORDINATES (ANGSTROEM)
C  -0.20  2.56  -0.23  -0.621
C  0.03  1.22  0.45  -0.218
N  -0.65  0.13  -0.26  -0.637
C  -0.68  -1.13  0.44  -0.310
C  0.67  -1.83  0.34  0.664
N  0.89  -2.53  -0.80  -0.823
O  1.49  -1.76  1.23  -0.611
H  0.66  2.85  -0.86  0.211
H  -1.00  2.56  -0.96  0.204
H  -0.28  3.36  0.51  0.217
H  1.09  0.99  0.47  0.196
H  -0.31  1.25  1.49  0.164
H  -1.45  0.41  -0.79  0.373
H  -0.91  -1.03  1.48  0.191
H  -1.53  -1.69  0.02  0.206
H  0.36  -2.47  -1.65  0.397
H  1.82  -2.92  -0.89  0.397

Relative energy (zero: lowest compared OMol25 entry of this formula, charge and spin) (kcal/mol): 24.4
M (g/mol): 102.14
Kohn-Sham gap (eV): 9.5760
Largest force on an atom (eV/A): 1.29
Electronic energy (eV): -9337.9283

This record from the Open Molecules 2025 dataset describes C4H10N2O in the gas phase. The level of theory is the ωB97M-V functional and the def2-TZVPD basis.

Each line ends with the natural charge from an NBO analysis.
CARTESIAN COORDINATES (ANGSTROEM)
C  1.24  -1.67  -0.63  -0.608
C  0.22  -0.56  -0.77  -0.385
C  -0.22  0.01  0.61  -0.161
N  -1.34  -0.77  1.08  -0.818
C  -0.49  1.52  0.67  0.668
N  0.36  2.36  -0.05  -0.831
O  -1.46  1.96  1.25  -0.598
H  1.44  -2.09  -1.61  0.210
H  2.17  -1.32  -0.18  0.205
H  0.83  -2.50  -0.04  0.221
H  -0.70  -0.94  -1.22  0.203
H  0.59  0.16  -1.50  0.187
H  0.63  -0.24  1.23  0.211
H  -1.75  -0.40  1.93  0.379
H  -2.08  -0.75  0.39  0.351
H  0.65  1.95  -0.92  0.377
H  -0.08  3.25  -0.22  0.389

Relative energy (zero: lowest compared OMol25 entry of this formula, charge and spin) (kcal/mol): 16.8
M (g/mol): 102.14
Kohn-Sham gap (eV): 10.3864
Largest force on an atom (eV/A): 0.99
Electronic energy (eV): -9338.2589

This record from the Open Molecules 2025 dataset describes a gas-phase ion, C4H10N2O (charge +1) at a distorted geometry. The level of theory is the ωB97M-V functional and the def2-TZVPD basis.

Each line ends with the Löwdin spin population.
CARTESIAN COORDINATES (ANGSTROEM)
O  0.02  2.10  3.06  0.265
C  0.33  2.02  1.89  -0.011
N  0.55  0.84  1.26  0.380
C  0.70  0.72  -0.16  0.080
C  -0.57  0.18  -0.89  0.055
C  -0.82  -1.30  -0.62  0.029
N  0.29  -2.15  -0.92  0.133
H  0.47  2.88  1.23  -0.004
H  0.45  -0.03  1.79  0.006
H  1.67  0.23  -0.29  0.033
H  0.77  1.72  -0.56  0.001
H  -1.32  0.93  -0.65  0.000
H  -0.41  0.18  -1.96  0.003
H  -1.08  -1.32  0.45  0.004
H  -1.72  -1.66  -1.13  0.022
H  0.56  -2.22  -1.89  0.002
H  0.10  -3.09  -0.61  0.003

Relative energy (zero: lowest compared OMol25 entry of this formula, charge and spin) (kcal/mol): 38.0
M (g/mol): 102.14
Kohn-Sham gap (alpha / beta) (eV): 11.1585 / 4.1643
Total charge: +1
⟨S²⟩: 0.771
Spin multiplicity: 2
Largest force on an atom (eV/A): 1.78
Electronic energy (eV): -9328.2796

This record from the Open Molecules 2025 dataset describes a molecular structure, C4H10N2O2 at a distorted geometry. The level of theory is the ωB97M-V functional and the def2-TZVPD basis.

Each line ends with the Löwdin spin population.
CARTESIAN COORDINATES (ANGSTROEM)
C  -1.07  0.71  0.88  0.041
C  0.11  -0.10  0.80  0.099
C  -0.09  -1.13  -0.32  0.002
N  1.69  -1.25  -1.12  0.015
C  0.98  -1.98  -0.29  0.005
N  0.90  -0.68  1.88  0.750
H  -1.89  0.06  0.75  0.006
H  -1.18  1.28  -0.03  -0.001
H  -1.16  1.24  1.77  0.001
H  -0.60  -0.63  -1.20  0.000
H  1.37  -2.62  0.47  -0.001
H  1.49  0.03  2.25  0.029
H  0.92  0.72  0.54  0.036
H  -3.85  0.58  -1.14  0.000
O  -2.96  0.64  -0.89  0.009
H  1.75  -0.11  -1.00  -0.001
H  1.96  1.80  -2.10  0.001
O  1.63  1.44  -1.26  0.009

Relative energy (zero: lowest compared OMol25 entry of this formula, charge and spin) (kcal/mol): 226.5
M (g/mol): 118.14
Kohn-Sham gap (alpha / beta) (eV): 5.0924 / 5.0325
Total charge: -1
⟨S²⟩: 0.755
Spin multiplicity: 2
Largest force on an atom (eV/A): 5.37
Electronic energy (eV): -11375.9710

This record from the Open Molecules 2025 dataset describes 2 unconnected molecules or ions with the total composition C4H10N2O2 at a distorted geometry. The level of theory is the ωB97M-V functional and the def2-TZVPD basis.

Each line ends with the natural charge from an NBO analysis.
CARTESIAN COORDINATES (ANGSTROEM)
C  -0.78  0.50  -0.28  -0.057
C  0.24  1.17  1.77  -0.421
C  -1.65  -0.33  -1.15  -0.681
N  -0.49  0.19  0.97  -0.053
C  1.59  -0.91  -0.85  0.626
N  -0.45  -1.01  1.48  -0.643
O  2.35  0.18  -0.72  -0.701
O  1.34  -1.43  -1.90  -0.607
H  2.60  0.52  -1.60  0.491
H  -0.51  1.49  -0.60  0.195
H  -1.07  -1.64  0.97  0.321
H  1.23  -1.28  0.19  0.157
H  0.39  0.74  2.75  0.241
H  1.20  1.39  1.31  0.226
H  -0.35  2.08  1.86  0.211
H  -2.29  -1.03  -0.60  0.218
H  -2.29  0.31  -1.76  0.229
H  -1.08  -0.95  -1.85  0.249

Relative energy (zero: lowest compared OMol25 entry of this formula, charge and spin) (kcal/mol): 88.7
M (g/mol): 118.14
Kohn-Sham gap (eV): 8.4916
Largest force on an atom (eV/A): 2.07
Electronic energy (eV): -11383.0582

This record from the Open Molecules 2025 dataset describes a molecular structure, C4H10N2O2 at a distorted geometry. The level of theory is the ωB97M-V functional and the def2-TZVPD basis.

Each line ends with the natural charge from an NBO analysis.
CARTESIAN COORDINATES (ANGSTROEM)
C  1.12  0.96  2.23  -0.240
C  -0.55  0.40  0.22  0.007
C  -0.61  1.58  -0.46  -0.306
O  0.76  0.16  1.14  -0.542
H  -1.38  0.13  0.87  0.211
H  1.82  0.40  2.85  0.203
H  1.63  1.86  1.87  0.159
H  0.23  1.26  2.80  0.162
H  -1.54  2.11  -0.58  0.211
H  0.21  1.94  -1.05  0.201
C  -0.08  -1.22  -0.77  0.644
N  -1.30  -1.89  -1.06  -0.812
N  0.50  -0.75  -1.99  -0.884
O  0.72  -1.88  0.06  -0.536
H  -1.67  -2.44  -0.30  0.387
H  -1.96  -1.32  -1.58  0.375
H  0.96  0.14  -1.89  0.366
H  1.15  -1.44  -2.35  0.393

Relative energy (zero: lowest compared OMol25 entry of this formula, charge and spin) (kcal/mol): 147.8
M (g/mol): 118.14
Kohn-Sham gap (alpha / beta) (eV): 7.7970 / 7.7965
Largest force on an atom (eV/A): 7.15
Electronic energy (eV): -11380.4934

This record from the Open Molecules 2025 dataset describes 2 unconnected molecules or ions with the total composition C4H10N2O2 at a distorted geometry. The level of theory is the ωB97M-V functional and the def2-TZVPD basis.

Each line ends with the natural charge from an NBO analysis.
CARTESIAN COORDINATES (ANGSTROEM)
C  1.81  2.64  -1.14  -0.734
C  1.78  1.46  -0.25  0.670
N  2.96  1.23  0.42  -0.822
O  0.89  0.64  -0.30  -0.603
H  2.78  3.08  -1.37  0.221
H  1.27  3.55  -0.79  0.238
H  1.26  2.43  -2.05  0.251
H  3.09  0.46  1.04  0.401
H  3.55  2.02  0.63  0.383
C  -2.12  -0.20  0.03  -0.740
C  -1.77  -1.62  0.21  0.678
N  -2.38  -2.20  1.33  -0.843
O  -1.12  -2.38  -0.49  -0.594
H  -2.60  0.01  -0.92  0.243
H  -1.28  0.50  0.07  0.280
H  -2.83  0.19  0.77  0.206
H  -2.52  -3.20  1.34  0.393
H  -3.07  -1.69  1.86  0.372

Relative energy (zero: lowest compared OMol25 entry of this formula, charge and spin) (kcal/mol): 21.2
M (g/mol): 118.14
Kohn-Sham gap (eV): 10.1983
Largest force on an atom (eV/A): 3.30
Electronic energy (eV): -11385.9846